{"formula": "C3H5FS2", "method": "wB97M-V/def2-TZVPD", "species": ["C", "C", "C", "H", "H", "H", "H", "H", "F", "S", "S"], "positions_angstrom": [[-0.7407, 0.6172, 0.1749], [-0.0333, -0.6347, 0.6460], [-0.0984, -0.3691, -0.7788], [0.2537, 2.2195, -1.6067], [-1.8893, 0.5069, -0.0889], [-0.7552, -1.2133, 1.1134], [1.6508, -2.0285, 1.7724], [-0.8953, -0.9560, -1.4009], [1.0597, -0.0447, -1.4084], [-0.1123, 2.3004, 0.1694], [1.5602, -0.3976, 1.4078]], "forces_ev_per_angstrom": [[-2.096, 0.880, -2.274], [0.736, 1.613, 0.588], [-1.968, -1.327, -1.784], [-0.703, 0.436, 4.040], [2.313, 0.441, 1.456], [-0.618, -1.694, 0.786], [-0.012, 3.888, -0.830], [2.097, 1.082, 0.721], [-0.496, -0.183, -0.201], [0.661, -0.974, -3.862], [0.086, -4.161, 1.360]], "mulliken_charge": [-0.47, -0.16, 0.10, 0.14, 0.27, 0.37, 0.15, 0.27, -0.26, -0.21, -0.21], "largest_force_ev_per_a": 4.38, "energy_ha": -1013.384809, "relative_energy_kcal_mol": 89.4, "e_homo_ev": -9.07, "total_charge": 0, "homo_lumo_gap_ha": 0.328}

***

{"formula": "C3H5GaLiO4", "method": "wB97M-V/def2-TZVPD", "species": ["O", "C", "C", "O", "O", "C", "Ga", "H", "H", "H", "H", "Li", "O", "H"], "positions_angstrom": [[-0.4703, 0.5150, -0.1205], [-1.7796, 0.2865, -0.4523], [0.4769, -0.2377, -0.6594], [-2.6067, 1.1046, 0.0301], [-2.1100, -0.5881, -1.2583], [1.7556, -0.2651, 0.0283], [-3.7697, 0.0033, -0.9497], [0.3868, -0.4388, -1.7329], [1.0790, -1.3964, 0.1544], [2.1366, 0.7535, 0.2557], [2.5411, -0.6692, -0.6480], [-2.4190, 2.6027, 1.1921], [2.0842, -1.1143, 1.8196], [2.6952, -0.5559, 2.3409]], "forces_ev_per_angstrom": [[0.054, -1.196, 0.681], [2.996, 1.429, -0.213], [0.576, 2.457, -0.100], [1.138, 0.470, 1.007], [2.646, -1.326, -0.237], [0.009, -1.037, -3.087], [-7.833, -0.874, -1.745], [-0.014, -1.302, -0.055], [0.599, 0.528, 0.294], [-0.286, 0.153, 1.540], [-0.017, -0.429, 0.333], [-0.330, 1.273, 0.832], [-0.849, -1.110, -0.164], [1.310, 0.964, 0.913]], "lowdin_spin": [0.05, -0.04, 0.18, -0.15, -0.15, 0.13, -0.62, 0.00, 0.07, 0.05, 0.01, -0.01, 1.47, 0.02], "largest_force_ev_per_a": 8.07, "multiplicity": 2, "energy_ha": -2348.349112, "s_squared": 1.78, "relative_energy_kcal_mol": 67.5, "e_homo_ev": [-29.93, -26.82], "total_charge": 4, "homo_lumo_gap_ha": [0.397, 0.175]}

***

Copy entry 2 word for word.
{"formula": "C3H5GaLiO4", "method": "wB97M-V/def2-TZVPD", "species": ["O", "C", "C", "O", "O", "C", "Ga", "H", "H", "H", "H", "Li", "O", "H"], "positions_angstrom": [[-0.4703, 0.5150, -0.1205], [-1.7796, 0.2865, -0.4523], [0.4769, -0.2377, -0.6594], [-2.6067, 1.1046, 0.0301], [-2.1100, -0.5881, -1.2583], [1.7556, -0.2651, 0.0283], [-3.7697, 0.0033, -0.9497], [0.3868, -0.4388, -1.7329], [1.0790, -1.3964, 0.1544], [2.1366, 0.7535, 0.2557], [2.5411, -0.6692, -0.6480], [-2.4190, 2.6027, 1.1921], [2.0842, -1.1143, 1.8196], [2.6952, -0.5559, 2.3409]], "forces_ev_per_angstrom": [[0.054, -1.196, 0.681], [2.996, 1.429, -0.213], [0.576, 2.457, -0.100], [1.138, 0.470, 1.007], [2.646, -1.326, -0.237], [0.009, -1.037, -3.087], [-7.833, -0.874, -1.745], [-0.014, -1.302, -0.055], [0.599, 0.528, 0.294], [-0.286, 0.153, 1.540], [-0.017, -0.429, 0.333], [-0.330, 1.273, 0.832], [-0.849, -1.110, -0.164], [1.310, 0.964, 0.913]], "lowdin_spin": [0.05, -0.04, 0.18, -0.15, -0.15, 0.13, -0.62, 0.00, 0.07, 0.05, 0.01, -0.01, 1.47, 0.02], "largest_force_ev_per_a": 8.07, "multiplicity": 2, "energy_ha": -2348.349112, "s_squared": 1.78, "relative_energy_kcal_mol": 67.5, "e_homo_ev": [-29.93, -26.82], "total_charge": 4, "homo_lumo_gap_ha": [0.397, 0.175]}